Formula: C3H7NO2S
Source: the OMol25 dataset
Level of theory: ωB97M-V/def2-TZVPD

Atoms and positions in Å:
C: 0.98484 -0.34834 0.15507
C: -0.07415 -1.26528 0.73300
C: -0.92840 1.02725 -0.08416
N: 0.39994 0.93891 0.38458
O: -2.53012 -0.91485 -0.72412
O: -1.43668 2.24453 0.19121
S: -1.81093 -0.50357 0.50531
H: 1.98542 -0.53669 0.65358
H: 1.11987 -0.61243 -0.85103
H: -0.00583 -2.30222 0.48720
H: 0.12658 -1.18190 1.77112
H: -1.14071 0.68580 -1.72218
H: 0.92106 1.78026 0.39155
H: -2.38374 2.27922 0.45157

Calculated values
- LUMO energy (eV) = 0.6
- orbital gap (eV) = 9.390
- energy relative to the best compared isomer or geometry (same formula, charge and spin) (kJ/mol) = 424.9

Formula: C3H7NO2S
Source: the OMol25 dataset
Level of theory: ωB97M-V/def2-TZVPD

Atoms and positions in Å:
C: -2.16321 0.53591 0.37401
C: -1.33087 -0.40800 -0.53436
O: -0.09365 -0.73507 0.04025
C: 0.94765 0.09895 -0.12134
O: 0.76282 1.28460 -0.36949
N: 2.13258 -0.55872 0.08253
S: 3.61564 0.22289 -0.11419
H: -3.11174 0.85706 -0.07684
H: -1.52774 1.41733 0.44044
H: -2.32035 0.14893 1.36732
H: -1.21403 -0.04006 -1.60648
H: -1.86355 -1.40593 -0.67862
H: 2.13671 -1.58314 0.02063
H: 4.02974 0.16525 1.17614

Calculated values
- LUMO energy (eV) = 0.6
- orbital gap (eV) = 10.402
- SMILES string = CCOC(=O)NS
- energy relative to the best compared isomer or geometry (same formula, charge and spin) (kJ/mol) = 94.7

Formula: C3H7NO2S
Source: the OMol25 dataset
Level of theory: ωB97M-V/def2-TZVPD

Atoms and positions in Å:
C: 0.26667 0.52059 0.18977
C: -2.97817 -1.02100 0.00851
C: -0.96507 0.06274 -0.52157
N: 1.17200 0.92451 0.70254
O: 3.96536 1.00961 0.12350
O: -1.82804 -0.39459 0.53032
S: 4.77060 -0.73111 0.01424
H: -3.25635 -0.42095 -0.82095
H: -3.64058 -0.94493 0.82049
H: -2.92973 -2.05703 -0.29652
H: -0.86426 -0.59948 -1.34622
H: -1.42499 1.01108 -0.81151
H: 4.61373 1.61497 0.71515
H: 3.09881 1.02562 0.69224

Calculated values
- LUMO energy (eV) = 0.2
- orbital gap (eV) = 7.888
- energy relative to the best compared isomer or geometry (same formula, charge and spin) (kJ/mol) = 473.1

Formula: C3H7NO2S
Source: the OMol25 dataset
Level of theory: ωB97M-V/def2-TZVPD

Atoms and positions in Å:
N: -0.49331 0.34571 -1.57699
C: -0.44083 -0.16528 -0.22692
C: 0.33325 0.71657 0.80367
S: -0.60792 2.18711 1.20825
C: 0.29951 -1.50521 -0.21253
O: 1.34942 -1.74361 -0.73585
O: -0.36990 -2.38985 0.56315
H: 0.35266 0.71944 -1.99076
H: -1.25660 1.00126 -1.66658
H: -1.47732 -0.21199 0.09495
H: 1.33203 0.89933 0.41281
H: 0.46749 0.11496 1.70631
H: 0.28186 3.13139 0.83594
H: 0.22965 -3.09980 0.78454

Calculated values
- LUMO energy (eV) = 0.7
- orbital gap (eV) = 9.975
- SMILES string = N[C@H](CS)C(=O)O
- energy relative to the best compared isomer or geometry (same formula, charge and spin) (kJ/mol) = 55.0

Look up the energy relative to the best compared isomer or geometry (same formula, charge and spin) of the third one.
473.1 kJ/mol